[1]
Density functional theory data (ωB97M-V/def2-TZVPD) for a molecular structure, C6H11FO at a distorted geometry.

Results
Largest force on an atom: 5.8 eV Å⁻¹
Charge: 0
Relative energy (zero: lowest compared OMol25 entry of this formula, charge and spin): 124.9 kcal per mole
E_LUMO: 0.39 eV

CARTESIAN COORDINATES (ANGSTROEM)
1 C -1.863 -0.299 -1.532
2 C -0.534 0.272 -1.504
3 C -0.024 0.603 -0.037
4 C 0.318 -0.079 1.006
5 C 0.738 0.456 2.373
6 C 1.260 -1.182 0.704
7 H -2.299 0.290 -0.584
8 H -1.625 -1.430 -1.111
9 H -2.478 -0.034 -2.562
10 H 0.244 -0.404 -1.940
11 H 0.294 1.779 -2.743
12 H -0.099 1.593 0.314
13 H 1.763 0.139 2.820
14 H 0.760 1.573 2.479
15 H 0.072 0.080 3.033
16 H 2.423 -0.968 0.072
17 H 1.441 -1.801 1.660
18 O -0.715 1.479 -2.294
19 F 0.323 -2.066 -0.154



[2]
Density functional theory data (ωB97M-V/def2-TZVPD) for 2 unconnected molecules or ions with the total composition C6H11FSi at a distorted geometry.

Results
Largest force on an atom: 3.0 eV Å⁻¹
Charge: 0
Relative energy (zero: lowest compared OMol25 entry of this formula, charge and spin): 64.8 kcal per mole
E_LUMO (spin up / spin down): -0.40 / -0.31 eV

CARTESIAN COORDINATES (ANGSTROEM)
1 C -2.543 3.076 1.583
2 C -2.277 1.891 1.387
3 C 1.217 -2.513 -0.451
4 C 2.224 0.259 -0.936
5 C -2.295 0.517 1.125
6 C -0.635 0.212 -0.707
7 F 0.997 -0.534 1.500
8 Si 0.817 -0.705 -0.120
9 H -2.635 4.080 1.937
10 H 1.269 -2.713 -1.458
11 H 2.168 -2.757 -0.134
12 H 0.418 -3.148 -0.129
13 H 2.691 1.226 -0.719
14 H 3.142 -0.368 -0.958
15 H 1.934 0.275 -1.995
16 H -1.550 -0.099 1.585
17 H -3.108 0.064 0.656
18 H -1.268 -0.094 -1.492
19 H -0.566 1.329 -0.675



[3]
Density functional theory data (ωB97M-V/def2-TZVPD) for 2 unconnected molecules or ions with the total composition C6H11I2N2O at a distorted geometry.

Results
Largest force on an atom: 5.1 eV Å⁻¹
Charge: +1
Relative energy (zero: lowest compared OMol25 entry of this formula, charge and spin): 39.7 kcal per mole
E_LUMO (spin up / spin down): -5.85 / -6.39 eV

CARTESIAN COORDINATES (ANGSTROEM)
1 C 1.692 -1.109 1.103
2 C 0.263 -0.766 1.715
3 C 1.299 1.100 0.177
4 C -0.710 -0.837 0.525
5 C 0.029 1.018 -0.723
6 C -2.084 0.204 -1.261
7 N 2.152 0.002 0.401
8 N -1.135 0.378 -0.161
9 O 2.190 -2.199 1.125
10 I 0.943 -0.880 -3.102
11 I -0.478 2.790 -1.635
12 H -0.051 -1.503 2.393
13 H 0.315 0.162 2.305
14 H 1.906 1.868 -0.332
15 H 0.971 1.533 1.118
16 H -0.281 -1.529 -0.224
17 H -1.596 -1.237 0.902
18 H -1.612 -0.733 -1.875
19 H -3.073 -0.038 -0.982
20 H -2.196 1.023 -1.916
21 H 2.990 -0.212 -0.076
22 H -1.535 0.966 0.523



[4]
Density functional theory data (ωB97M-V/def2-TZVPD) for a molecular structure, C6H11IN at a distorted geometry.

Results
Largest force on an atom: 5.9 eV Å⁻¹
Charge: +1
Relative energy (zero: lowest compared OMol25 entry of this formula, charge and spin): 77.3 kcal per mole
E_LUMO (spin up / spin down): -4.13 / -4.13 eV

CARTESIAN COORDINATES (ANGSTROEM)
1 C 0.938 -1.956 -0.404
2 C 0.297 -1.736 0.895
3 C 1.408 -0.537 -0.238
4 C 0.167 0.303 -0.014
5 C -0.218 0.891 -1.347
6 C 0.327 1.359 1.108
7 N -0.683 -0.726 0.678
8 I 3.341 0.129 -0.181
9 H 1.800 -2.742 -0.517
10 H 0.289 -2.065 -1.355
11 H 0.719 -1.800 1.906
12 H 0.098 0.301 -2.182
13 H 0.126 1.880 -1.551
14 H -1.334 0.977 -1.488
15 H -0.491 2.005 1.082
16 H 1.192 1.914 1.049
17 H 0.613 0.768 2.006
18 H -1.612 -1.033 0.037
19 H -1.186 -0.211 1.443



[5]
Density functional theory data (ωB97M-V/def2-TZVPD) for 2 unconnected molecules or ions with the total composition C6H11N at a distorted geometry.

Results
Largest force on an atom: 2.9 eV Å⁻¹
Charge: 0
Relative energy (zero: lowest compared OMol25 entry of this formula, charge and spin): 178.5 kcal per mole
E_LUMO: -1.56 eV

CARTESIAN COORDINATES (ANGSTROEM)
1 C 1.620 -1.524 0.006
2 N 1.177 -2.802 -0.406
3 C -1.209 0.978 -0.146
4 C -0.821 -0.187 0.193
5 C -1.425 -1.500 0.475
6 C 0.311 2.877 0.102
7 C -1.002 2.278 -0.336
8 H 2.634 -1.276 -0.309
9 H 0.724 -1.078 -0.621
10 H 1.495 -1.348 1.074
11 H 1.072 -2.843 -1.419
12 H 0.875 2.052 0.536
13 H -1.898 -1.472 1.462
14 H -2.176 -1.675 -0.288
15 H -0.638 -2.278 0.428
16 H 0.839 3.277 -0.762
17 H 0.186 3.660 0.847
18 H -1.764 2.860 -0.838



[6]
Density functional theory data (ωB97M-V/def2-TZVPD) for C6H11N in the gas phase at a distorted geometry.

Results
Largest force on an atom: 1.8 eV Å⁻¹
Charge: 0
Relative energy (zero: lowest compared OMol25 entry of this formula, charge and spin): 38.0 kcal per mole
E_LUMO: 1.21 eV
SMILES string: C=CC[C@@H]1C[C@H]1N

CARTESIAN COORDINATES (ANGSTROEM)
1 C -0.117 0.137 -0.839
2 C -1.746 0.130 1.031
3 C -1.437 -0.389 -0.349
4 C 0.812 -0.626 -1.729
5 C -0.995 0.917 1.790
6 C 1.172 -0.483 -0.282
7 N 2.156 0.471 0.125
8 H -0.083 1.210 -0.951
9 H -2.647 -0.295 1.446
10 H 3.088 0.108 -0.026
11 H -2.234 -0.106 -1.043
12 H -1.416 -1.481 -0.309
13 H 0.502 -1.600 -2.077
14 H 1.397 -0.058 -2.435
15 H 1.063 -1.378 0.334
16 H -0.138 1.461 1.430
17 H -1.351 1.242 2.752
18 H 1.972 0.741 1.129



[7]
Density functional theory data (ωB97M-V/def2-TZVPD) for C6H11N in the gas phase at a distorted geometry.

Results
Largest force on an atom: 1.7 eV Å⁻¹
Charge: 0
Relative energy (zero: lowest compared OMol25 entry of this formula, charge and spin): 46.1 kcal per mole
E_LUMO: 1.00 eV
SMILES string: C/C=C/C(C)=C/N

CARTESIAN COORDINATES (ANGSTROEM)
1 C 1.475 0.844 1.496
2 N 0.950 -2.186 1.366
3 C 0.532 -1.229 0.411
4 C 0.542 0.125 0.577
5 C -0.433 0.886 -0.210
6 C -1.383 0.292 -0.949
7 C -1.963 0.702 -2.267
8 H 2.238 1.435 0.992
9 H 2.017 0.151 2.148
10 H 0.938 1.468 2.220
11 H 1.889 -2.538 1.183
12 H 1.021 -1.751 2.281
13 H 0.414 -1.643 -0.585
14 H -0.277 1.958 -0.096
15 H -1.635 -0.722 -0.672
16 H -1.715 -0.103 -2.952
17 H -1.555 1.583 -2.716
18 H -3.055 0.728 -2.228



[8]
Density functional theory data (ωB97M-V/def2-TZVPD) for a molecular structure, C6H11N at a distorted geometry.

Results
Largest force on an atom: 4.0 eV Å⁻¹
Charge: 0
Relative energy (zero: lowest compared OMol25 entry of this formula, charge and spin): 80.3 kcal per mole
E_LUMO: 0.97 eV

CARTESIAN COORDINATES (ANGSTROEM)
1 C -0.444 -1.772 -0.758
2 C -0.847 -0.344 -0.645
3 C 0.106 0.430 0.330
4 C -0.579 1.688 0.872
5 C 1.420 0.811 -0.377
6 C 0.482 -0.558 1.440
7 N 0.322 -1.733 1.016
8 H -1.278 -2.491 -0.895
9 H 0.181 -2.707 1.018
10 H 0.342 -2.006 -1.493
11 H -1.869 -0.283 -0.253
12 H -0.816 0.199 -1.592
13 H -1.471 1.435 1.456
14 H 0.094 2.265 1.514
15 H -0.892 2.335 0.042
16 H 2.127 1.273 0.320
17 H 1.903 -0.070 -0.815
18 H 1.218 1.529 -1.181



[9]
Density functional theory data (ωB97M-V/def2-TZVPD) for C6H11N in the gas phase at a distorted geometry.

Results
Largest force on an atom: 1.3 eV Å⁻¹
Charge: 0
Relative energy (zero: lowest compared OMol25 entry of this formula, charge and spin): 31.9 kcal per mole
E_LUMO: 1.18 eV
SMILES string: C/C=C/C/C=C/N

CARTESIAN COORDINATES (ANGSTROEM)
1 C -1.691 -0.332 0.520
2 C -1.313 -1.431 -0.117
3 N -2.109 -2.597 -0.142
4 C -0.885 0.917 0.677
5 C 0.359 0.944 -0.162
6 C 1.587 0.963 0.324
7 C 2.811 1.165 -0.546
8 H -2.683 -0.377 0.968
9 H -0.371 -1.580 -0.629
10 H -1.696 -3.404 -0.575
11 H -3.072 -2.487 -0.415
12 H -1.461 1.829 0.475
13 H -0.652 1.038 1.743
14 H 0.135 0.778 -1.212
15 H 1.711 1.051 1.396
16 H 3.706 1.104 0.072
17 H 2.732 2.075 -1.119
18 H 2.895 0.344 -1.257



[10]
Density functional theory data (ωB97M-V/def2-TZVPD) for C6H11N in the gas phase at a distorted geometry.

Results
Largest force on an atom: 2.6 eV Å⁻¹
Charge: 0
Relative energy (zero: lowest compared OMol25 entry of this formula, charge and spin): 39.1 kcal per mole
E_LUMO: 0.99 eV
SMILES string: C=C/C(C)=C(\C)N

CARTESIAN COORDINATES (ANGSTROEM)
1 C -0.455 1.753 0.174
2 N -1.214 -0.424 1.845
3 C -0.284 -0.633 0.782
4 C 0.139 0.393 0.012
5 C 0.787 0.081 -1.282
6 C 0.979 0.986 -2.257
7 C 0.226 -2.051 0.614
8 H -1.052 1.912 1.067
9 H 0.347 2.509 0.166
10 H -0.963 2.177 -0.696
11 H -2.017 -1.009 1.669
12 H -0.900 -0.570 2.784
13 H 1.199 -0.913 -1.350
14 H 1.730 0.977 -3.031
15 H 0.532 1.953 -2.087
16 H -0.018 -2.654 1.478
17 H -0.310 -2.506 -0.226
18 H 1.274 -1.982 0.339



[11]
Density functional theory data (ωB97M-V/def2-TZVPD) for 2 unconnected molecules or ions with the total composition C6H11N at a distorted geometry.

Results
Largest force on an atom: 2.0 eV Å⁻¹
Charge: 0
Relative energy (zero: lowest compared OMol25 entry of this formula, charge and spin): 177.8 kcal per mole
E_LUMO: -2.78 eV

CARTESIAN COORDINATES (ANGSTROEM)
1 C 1.868 1.001 -0.795
2 C -1.942 -0.166 -1.338
3 C -1.492 -0.229 -0.031
4 C -1.828 0.806 0.832
5 C 0.507 -0.971 1.121
6 C -0.548 -1.292 0.377
7 N 2.714 0.340 0.132
8 H 2.246 1.992 -1.049
9 H 1.496 0.312 -1.586
10 H -2.518 0.686 -1.677
11 H -1.546 -0.843 -2.084
12 H -2.391 1.618 0.397
13 H -1.458 0.994 1.829
14 H 1.227 -1.733 1.386
15 H 0.803 0.034 1.385
16 H -0.592 -2.163 -0.270
17 H 0.875 1.186 -0.317
18 H 3.708 0.477 -0.059



[12]
Density functional theory data (ωB97M-V/def2-TZVPD) for C6H11N in the gas phase at a distorted geometry.

Results
Largest force on an atom: 4.2 eV Å⁻¹
Charge: 0
Relative energy (zero: lowest compared OMol25 entry of this formula, charge and spin): 107.7 kcal per mole
E_LUMO: 1.13 eV
SMILES string: NC1[C@H]2CCC[C@H]12

CARTESIAN COORDINATES (ANGSTROEM)
1 C 1.680 -0.203 0.494
2 C 0.481 -0.667 -0.263
3 C -0.871 -1.259 0.109
4 C -1.804 -0.028 -0.332
5 C -0.938 1.221 0.055
6 C 0.245 0.603 0.707
7 H 3.285 0.746 0.069
8 H 2.509 0.493 -1.371
9 H 1.861 -0.732 1.395
10 H 0.572 -0.222 -1.299
11 H -0.897 -1.658 1.161
12 H -1.282 -2.094 -0.482
13 H -2.801 0.029 0.133
14 H -2.019 -0.039 -1.445
15 H -0.902 1.874 -0.957
16 H -1.589 1.847 0.773
17 H -0.274 0.034 1.649
18 N 2.744 0.056 -0.397



Among the records above, which one has the highest relative energy (zero: lowest compared OMol25 entry of this formula, charge and spin)? number 5



Please write out number 3 again, unchanged.
Density functional theory data (ωB97M-V/def2-TZVPD) for 2 unconnected molecules or ions with the total composition C6H11I2N2O at a distorted geometry.

Results
Largest force on an atom: 5.1 eV Å⁻¹
Charge: +1
Relative energy (zero: lowest compared OMol25 entry of this formula, charge and spin): 39.7 kcal per mole
E_LUMO (spin up / spin down): -5.85 / -6.39 eV

CARTESIAN COORDINATES (ANGSTROEM)
1 C 1.692 -1.109 1.103
2 C 0.263 -0.766 1.715
3 C 1.299 1.100 0.177
4 C -0.710 -0.837 0.525
5 C 0.029 1.018 -0.723
6 C -2.084 0.204 -1.261
7 N 2.152 0.002 0.401
8 N -1.135 0.378 -0.161
9 O 2.190 -2.199 1.125
10 I 0.943 -0.880 -3.102
11 I -0.478 2.790 -1.635
12 H -0.051 -1.503 2.393
13 H 0.315 0.162 2.305
14 H 1.906 1.868 -0.332
15 H 0.971 1.533 1.118
16 H -0.281 -1.529 -0.224
17 H -1.596 -1.237 0.902
18 H -1.612 -0.733 -1.875
19 H -3.073 -0.038 -0.982
20 H -2.196 1.023 -1.916
21 H 2.990 -0.212 -0.076
22 H -1.535 0.966 0.523